1.
Density functional theory data (ωB97M-V/def2-TZVPD) for the molecule C16H15N3O3S.

Its max |F| is 0.526 eV Å⁻¹. As for the energy above the lowest of the compared OMol25 structures with the same formula, charge and spin: 0.0 kcal per mole. As for the HOMO energy: -8.55 eV. The LUMO energy comes out at -0.2 eV. Its SMILES is COc1ccc(C(=O)NNC(=S)NC(=O)c2ccccc2)cc1.

Positions of all 38 atoms, in Å:
S: -4.130 -1.359 3.650
O: -1.968 -1.757 -0.176
O: -2.070 1.621 1.784
O: 1.953 1.347 -3.127
N: -3.973 -0.230 1.304
N: -3.293 0.433 0.290
N: -2.044 -1.354 2.063
C: 0.098 -1.575 0.963
C: 0.124 1.654 0.037
C: 0.786 -0.954 2.004
C: 3.289 1.562 -2.736
C: -3.353 -0.959 2.261
C: -2.191 1.194 0.654
C: 1.193 1.666 -0.835
C: -1.378 1.129 -1.758
C: 2.868 -1.414 0.899
C: -0.320 1.154 -2.636
C: -1.165 1.360 -0.398
C: -1.381 -1.588 0.876
C: 2.166 -0.878 1.966
C: 0.982 1.396 -2.184
C: 0.810 -2.102 -0.113
C: 2.189 -2.025 -0.143
H: 3.947 -1.350 0.878
H: 2.733 -2.437 -0.979
H: -0.467 0.975 -3.689
H: 3.882 1.451 -3.642
H: 0.253 -0.495 2.823
H: 0.259 -2.561 -0.919
H: 3.432 2.568 -2.331
H: -1.565 -1.585 2.924
H: 2.696 -0.391 2.771
H: -4.880 0.141 1.564
H: 3.612 0.822 -1.996
H: -3.180 -0.141 -0.544
H: 0.277 1.856 1.087
H: 2.179 1.878 -0.454
H: -2.371 0.948 -2.140

***

2.
Density functional theory data (ωB97M-V/def2-TZVPD) for a structure of composition C16H15N6O8RuS2.

As for the expectation value of S²: 6.05. Its max |F| is 2.919 eV Å⁻¹. The total charge is +3. As for the HOMO energy (spin up / spin down): -17.98 / -17.95 eV. The LUMO energy (spin up / spin down) comes out at -10.5 / -12.9 eV. As for the spin multiplicity: 5.

Positions of all 48 atoms, in Å:
Ru: 0.701 0.653 0.304
S: 0.258 -0.309 4.750
S: 5.085 -0.020 0.651
O: -5.193 -4.324 -2.570
O: 0.946 -1.440 -0.896
O: -1.265 -0.002 -0.156
O: 0.493 -2.983 -2.279
O: -3.534 1.325 -1.138
O: 0.592 1.931 -1.298
O: -4.819 0.298 0.374
O: -3.673 -5.355 -1.322
N: -3.970 0.386 -0.527
N: 2.624 0.404 0.656
N: -4.171 -4.394 -1.874
N: 0.614 0.247 2.320
N: 0.191 -2.209 -1.454
N: 0.114 3.866 -2.292
C: 3.686 0.293 -0.178
C: -2.037 -3.274 -1.592
C: -1.783 0.693 3.153
C: -1.273 -2.208 -1.159
C: -1.880 -0.976 -0.701
C: -4.077 -1.992 -1.228
C: -0.347 0.180 3.259
C: 2.070 3.783 -0.843
C: -3.306 -0.933 -0.822
C: 2.953 0.059 1.965
C: -3.454 -3.200 -1.530
C: 0.893 3.155 -1.505
C: 1.836 -0.095 2.854
C: 3.685 0.394 -1.646
C: 1.801 -0.516 4.138
C: 4.259 -0.224 2.123
H: 0.379 4.810 -2.578
H: 1.659 4.488 -0.123
H: 2.809 1.006 -1.896
H: 2.687 4.405 -1.525
H: -2.188 0.986 4.161
H: 3.578 -0.608 -2.059
H: -1.594 -4.118 -2.073
H: 4.760 -0.500 2.998
H: -5.135 -1.813 -1.249
H: -0.619 3.406 -2.831
H: 4.548 0.903 -2.042
H: -1.837 1.643 2.563
H: -2.338 -0.104 2.705
H: 2.702 3.044 -0.401
H: 2.569 -0.764 4.814